Below is a structure of composition C17H15BiN3O2Se2Te2 at a distorted geometry, with properties calculated with ωB97M-V/def2-TZVPD.

Atoms and positions in Å:
Bi: -1.13972 1.03446 0.65967
Te: -2.49295 4.79436 -0.31143
Te: -2.23956 4.56666 2.42315
Se: -0.17704 3.18245 2.39993
Se: -3.21187 2.46290 -0.79482
O: 0.28370 1.36193 -0.86292
O: -2.04447 -0.44475 -0.66709
N: 1.31341 0.40852 1.66563
N: -3.10351 -3.35833 3.28070
N: -0.02947 -1.78530 1.03100
C: 1.16204 -1.91386 1.84790
C: 3.42683 4.08545 -0.62614
C: -2.04268 -1.54871 -1.30809
C: 1.28516 2.25778 -0.71154
C: 3.41078 2.96605 0.19122
C: -2.98870 -1.71689 -2.37443
C: -3.22020 -2.89332 4.35617
C: -1.06457 -3.65921 -1.92859
C: -2.89018 -2.78978 -3.19287
C: 1.29528 3.42696 -1.50243
C: 2.32821 2.04425 0.18473
C: 2.33518 1.02638 1.22389
C: -1.94908 -3.81597 -2.96772
C: -0.01675 -2.44285 -0.04653
C: 2.34111 4.31649 -1.43603
C: -1.09240 -2.52438 -1.05360
C: 1.34670 -0.64569 2.61212
H: -2.84623 -3.27996 2.31951
H: 2.34418 5.16333 -2.11029
H: 3.33101 0.79017 1.61647
H: 2.03417 -2.20429 1.22375
H: 4.22916 2.82454 0.92940
H: -0.32698 -4.41880 -1.72427
H: 0.98728 -2.76709 2.49509
H: -1.88490 -4.72441 -3.62871
H: 2.32351 -0.66981 3.17895
H: 0.57564 -0.60989 3.31913
H: -3.54624 -2.83532 -4.07427
H: 0.45316 3.50190 -2.21013
H: 4.29330 4.78251 -0.58222
H: -3.65228 -0.89422 -2.54784
H: 0.85996 -3.05427 -0.29649

Values from the calculation:
Spin multiplicity: 1
Orbital gap in Eh: 0.2364
Energy relative to the best compared isomer or geometry (same formula, charge and spin) in kcal per mole: 12.0
Energy in Ha: -6525.15212
HOMO energy in Eh: -0.14468
Total charge: -1
Molar mass in g/mol: 915.4